## i
A 2-piece molecular cluster, C6H11NO2 overall, computed with ωB97M-V/def2-TZVPD.

Its SMILES is CNC(C)=O.CC#CO. As for the orbital gap: 9.07 eV.

```
! RIJCOSX wB97M-V def2-TZVPD def2/J DEFGRID3
* xyz 0 1
C 0.946 2.158 -0.483
C -0.628 -0.183 -3.007
C -1.289 -1.896 3.418
N 0.085 1.487 -1.431
C 0.625 -0.870 1.928
C 0.145 0.161 -1.750
C -0.349 -1.342 2.456
O 1.764 -0.477 1.423
O 0.955 -0.605 -1.256
H 1.752 -0.606 0.452
H -0.419 2.098 -2.057
H 0.337 2.596 0.311
H 1.687 1.456 -0.110
H 1.491 2.978 -0.954
H -1.681 0.059 -2.878
H -0.267 0.390 -3.859
H -0.504 -1.238 -3.231
H -0.793 -2.544 4.141
H -1.816 -1.120 3.975
H -2.040 -2.503 2.912
*
```

The Mulliken scheme yields these atomic charges, measured in e:
1. C -0.808
2. C -1.272
3. C -1.205
4. N -0.192
5. C 0.617
6. C 0.807
7. C -0.032
8. O -0.585
9. O -0.700
10. H 0.405
11. H 0.225
12. H 0.246
13. H 0.323
14. H 0.314
15. H 0.360
16. H 0.343
17. H 0.325
18. H 0.276
19. H 0.263
20. H 0.291

## ii
A 2-piece molecular cluster, C6H11NO2 overall, computed with ωB97M-V/def2-TZVPD.

Its SMILES is CC=C(C)C.N#COO. As for the orbital gap: 10.27 eV.

```
! RIJCOSX wB97M-V def2-TZVPD def2/J DEFGRID3
* xyz 0 1
C -0.652 0.473 0.311
C -1.051 -0.789 0.145
C -0.511 1.087 1.669
C -0.317 1.363 -0.851
C -1.246 -1.450 -1.187
O 2.354 -0.550 0.909
O 1.709 -1.744 0.483
C 2.920 0.085 -0.042
N 3.422 0.710 -0.859
H 0.750 -1.496 0.430
H -1.339 -1.374 1.010
H 0.499 1.474 1.809
H -0.724 0.368 2.457
H -1.200 1.926 1.769
H -1.153 1.410 -1.547
H 0.547 0.990 -1.400
H -0.089 2.370 -0.511
H -1.239 -2.533 -1.086
H -0.472 -1.159 -1.894
H -2.207 -1.160 -1.615
*
```

The Mulliken scheme yields these atomic charges, measured in e:
1. C 1.172
2. C -0.716
3. C -1.419
4. C -1.410
5. C -1.171
6. O -0.249
7. O -0.390
8. C 0.587
9. N -0.419
10. H 0.423
11. H 0.415
12. H 0.321
13. H 0.319
14. H 0.424
15. H 0.375
16. H 0.301
17. H 0.373
18. H 0.378
19. H 0.333
20. H 0.356

## iii
A 2-piece molecular cluster, C6H11NO2 overall, computed with ωB97M-V/def2-TZVPD.

Its SMILES is C=C(C)C(C)=O.NC=O. As for the orbital gap: 10.03 eV.

```
! RIJCOSX wB97M-V def2-TZVPD def2/J DEFGRID3
* xyz 0 1
C -1.996 -0.689 0.372
C 1.583 -1.527 1.295
C -0.601 -0.321 0.810
C 0.576 -1.076 0.281
C 0.637 -1.456 -1.012
O -0.408 0.601 1.603
H -2.013 -1.329 -0.512
H -2.542 0.224 0.122
H -2.503 -1.203 1.194
H 1.666 -0.821 2.126
H 2.575 -1.642 0.845
H 1.292 -2.500 1.705
H 1.428 -2.109 -1.369
H -0.100 -1.147 -1.749
N 0.045 3.084 -0.535
C 0.196 2.037 -1.384
O -0.377 1.943 -2.458
H 0.358 3.003 0.425
H -0.694 3.748 -0.730
H 0.878 1.181 -1.028
*
```

The Mulliken scheme yields these atomic charges, measured in e:
1. C -1.155
2. C -1.363
3. C 0.544
4. C 0.884
5. C -0.921
6. O -0.596
7. H 0.339
8. H 0.315
9. H 0.334
10. H 0.335
11. H 0.389
12. H 0.299
13. H 0.282
14. H 0.294
15. N -0.387
16. C 0.201
17. O -0.570
18. H 0.259
19. H 0.219
20. H 0.299

Of them, ii has the lowest stability.

## i
A 2-piece molecular cluster, C6H11NO2 overall, computed with ωB97M-V/def2-TZVPD.

Its SMILES is CN1CC2(CC2)C1=O.O. As for the orbital gap: 10.03 eV.

```
! RIJCOSX wB97M-V def2-TZVPD def2/J DEFGRID3
* xyz 0 1
C 2.336 -1.134 0.072
N 1.102 -0.388 0.047
C 0.753 0.801 0.843
C -0.715 0.416 0.646
C -1.874 0.515 1.588
C -1.892 1.274 0.295
C -0.235 -0.810 -0.079
O -0.719 -1.849 -0.482
H 2.217 -2.029 -0.550
H 3.155 -0.523 -0.332
H 2.593 -1.444 1.096
H 1.094 0.740 1.887
H 1.077 1.746 0.386
H -2.513 -0.365 1.681
H -1.706 1.072 2.511
H -1.735 2.353 0.327
H -2.541 0.918 -0.506
H 0.582 -0.586 -2.800
O -0.281 -0.784 -3.260
H -0.697 0.079 -3.370
*
```

The Mulliken scheme yields these atomic charges, measured in e:
1. C -0.977
2. N 0.198
3. C -0.414
4. C 0.733
5. C -0.813
6. C -0.863
7. C 0.166
8. O -0.656
9. H 0.344
10. H 0.318
11. H 0.327
12. H 0.295
13. H 0.304
14. H 0.265
15. H 0.253
16. H 0.261
17. H 0.274
18. H 0.320
19. O -0.637
20. H 0.303

## ii
C6H11NO2 as an isolated structure, computed with ωB97M-V/def2-TZVPD.

As for the orbital gap: 8.29 eV.

```
! RIJCOSX wB97M-V def2-TZVPD def2/J DEFGRID3
* xyz 0 1
C -0.915 -1.635 -0.679
C -1.561 -0.259 1.193
C 0.241 1.848 0.393
N -0.506 -0.557 0.225
C 1.998 -0.031 -0.488
C 0.094 0.614 -0.498
C 1.924 -0.851 0.441
O 2.617 0.511 -1.515
O -0.133 0.774 -1.713
H 1.908 0.861 -2.096
H 2.090 -1.428 1.315
H -1.864 -1.407 -1.173
H -0.161 -1.768 -1.449
H -2.414 0.263 0.741
H -1.170 0.351 2.005
H -1.945 -1.191 1.608
H -1.040 -2.556 -0.107
H -0.731 2.333 0.486
H 0.956 2.522 -0.077
H 0.611 1.606 1.388
*
```

The Mulliken scheme yields these atomic charges, measured in e:
1. C -1.105
2. C -1.023
3. C -1.349
4. N 0.019
5. C 0.250
6. C 0.874
7. C -0.425
8. O -0.509
9. O -0.688
10. H 0.435
11. H 0.395
12. H 0.350
13. H 0.332
14. H 0.332
15. H 0.332
16. H 0.321
17. H 0.352
18. H 0.389
19. H 0.303
20. H 0.414

Of them, ii has the lowest stability.